Entry from the Open Molecules 2025 dataset: a cluster of 9 separate species, C69H149N7O9 in total in a non-equilibrium geometry (ωB97M-V/def2-TZVPD).

As for the SMILES: CC1(C)CCCC(C)(C)N1O.CC1(C)CCCC(C)(C)N1O.CC1(C)CCCC(C)(C)N1O.CC1(C)CCCC(C)(C)N1O.CC1(C)CCCC(C)(C)N1O.CC1(C)CCCC(C)(C)N1O.CC1(C)CCCC(C)(C)N1O.CC(C)O.CC(C)O. The calculation puts the HOMO energy at -8.29 eV. The net charge is 0. The gap between HOMO and LUMO comes out at 0.317 Eh.

Structure (XYZ):
```
234
Properties=species:S:1:pos:R:3:lowdin_charge:R:1
C -5.22 -1.33 4.06 -0.007
C -4.77 -2.00 2.72 -0.541
C -5.58 -3.28 2.44 -0.155
C -6.93 -2.98 1.91 -0.195
C -6.86 -2.09 0.67 -0.141
C -6.21 -0.74 0.95 -0.476
N -4.87 -1.17 1.57 -0.090
O -4.24 0.03 1.92 -0.091
C -5.73 -0.20 -0.38 -0.047
C -6.97 0.31 1.75 -0.011
C -3.32 -2.40 2.87 -0.031
H -4.54 -0.49 4.24 0.081
H -5.04 -2.02 4.86 0.074
H -6.24 -1.01 4.14 0.062
H -4.99 -3.92 1.76 0.109
H -5.71 -3.91 3.33 0.123
H -7.57 -2.45 2.66 0.123
H -7.48 -3.93 1.70 0.120
H -7.88 -1.89 0.29 0.128
H -6.25 -2.61 -0.10 0.129
H -4.86 -0.77 -0.69 0.078
H -6.44 -0.26 -1.17 0.083
H -5.44 0.81 -0.27 0.039
H -7.47 -0.08 2.59 0.043
H -6.32 1.16 2.03 0.082
H -7.82 0.70 1.08 0.116
H -2.72 -1.52 3.05 0.052
H -2.99 -2.89 1.91 0.086
H -3.26 -3.25 3.61 0.112
H -3.54 0.15 1.22 0.068
C 0.02 0.35 3.51 -0.036
C 0.92 -0.58 4.38 -0.457
C 2.29 0.07 4.31 -0.159
C 3.27 -0.67 5.19 -0.171
C 2.78 -0.78 6.66 -0.133
C 1.35 -1.24 6.83 -0.539
N 0.51 -0.50 5.82 -0.053
O -0.86 -1.01 5.96 -0.057
C 1.27 -2.76 6.81 -0.032
C 0.80 -0.79 8.15 -0.064
C 0.86 -2.07 3.80 -0.002
H -1.04 0.12 3.54 0.071
H 0.41 0.33 2.50 0.033
H -0.07 1.40 3.78 0.076
H 2.56 0.09 3.26 0.117
H 2.15 1.11 4.71 0.129
H 4.32 -0.26 5.19 0.121
H 3.41 -1.70 4.72 0.112
H 2.90 0.24 7.10 0.124
H 3.42 -1.37 7.31 0.115
H 1.60 -3.25 5.96 0.038
H 1.82 -3.15 7.66 0.088
H 0.27 -3.12 7.04 0.088
H 1.00 0.33 8.32 0.110
H -0.29 -0.92 8.21 0.082
H 1.26 -1.30 9.03 0.095
H 0.60 -1.97 2.73 0.064
H 0.00 -2.59 4.25 0.080
H 1.77 -2.67 3.95 0.066
H -1.35 -0.17 5.97 0.111
C 0.60 -7.26 0.73 -0.044
C -0.97 -7.20 0.55 -0.540
C -1.18 -5.72 0.23 -0.137
C -2.67 -5.48 -0.12 -0.166
C -2.97 -6.31 -1.37 -0.166
C -2.68 -7.76 -1.22 -0.462
N -1.23 -7.89 -0.70 -0.061
O -1.00 -9.27 -0.49 -0.052
C -3.83 -8.35 -0.36 -0.044
C -2.84 -8.59 -2.56 -0.019
C -1.61 -7.80 1.75 -0.015
H 0.99 -8.24 1.01 0.073
H 1.00 -6.60 1.55 0.097
H 1.11 -7.12 -0.24 0.076
H -0.97 -5.14 1.10 0.110
H -0.57 -5.34 -0.62 0.113
H -2.91 -4.43 -0.26 0.092
H -3.25 -5.71 0.80 0.101
H -2.45 -5.91 -2.28 0.135
H -3.98 -6.17 -1.74 0.115
H -4.77 -8.42 -0.87 0.078
H -3.61 -9.39 0.02 0.095
H -4.08 -7.83 0.51 0.049
H -2.89 -9.65 -2.29 0.082
H -3.68 -8.11 -3.09 0.090
H -1.95 -8.46 -3.15 0.073
H -0.85 -7.80 2.52 0.080
H -1.88 -8.83 1.57 0.078
H -2.41 -7.12 2.11 0.093
H -1.78 -9.74 -0.17 0.071
C 1.97 -2.34 -5.43 -0.049
C 1.85 -3.06 -4.11 -0.459
C 2.39 -4.54 -4.35 -0.133
C 2.78 -5.30 -3.08 -0.146
C 3.82 -4.36 -2.32 -0.105
C 3.18 -3.06 -1.84 -0.504
N 2.76 -2.41 -3.10 -0.091
O 2.20 -1.17 -2.86 -0.053
C 2.01 -3.22 -0.89 0.001
C 4.29 -2.19 -1.24 -0.035
C 0.36 -3.22 -3.75 -0.023
H 1.47 -2.93 -6.21 0.096
H 3.00 -2.22 -5.70 0.076
H 1.47 -1.39 -5.48 0.073
H 1.68 -5.11 -4.92 0.110
H 3.29 -4.46 -4.86 0.093
H 3.27 -6.17 -3.49 0.101
H 1.97 -5.61 -2.42 0.087
H 4.57 -4.04 -3.10 0.135
H 4.33 -4.94 -1.56 0.111
H 2.26 -2.89 0.10 0.078
H 1.14 -2.64 -1.15 0.050
H 1.70 -4.23 -0.84 0.056
H 4.82 -2.61 -0.39 0.089
H 5.13 -1.99 -1.93 0.083
H 3.95 -1.16 -1.06 0.076
H -0.22 -3.63 -4.61 0.102
H -0.11 -2.31 -3.45 0.050
H 0.26 -3.91 -2.96 0.052
H 1.42 -1.27 -2.27 0.057
C 2.56 7.16 1.88 -0.039
C 2.96 5.74 2.35 -0.534
C 1.74 5.23 3.07 -0.143
C 1.76 3.74 3.36 -0.183
C 2.05 3.12 2.04 -0.143
C 3.44 3.48 1.50 -0.512
N 3.33 4.92 1.25 -0.077
O 4.55 5.43 0.73 -0.014
C 4.61 3.12 2.37 -0.020
C 3.60 2.77 0.17 -0.027
C 4.11 6.04 3.32 -0.038
H 1.88 7.14 1.05 0.078
H 3.44 7.75 1.62 0.085
H 2.05 7.68 2.64 0.067
H 1.67 5.88 3.92 0.115
H 0.83 5.51 2.47 0.119
H 0.79 3.47 3.79 0.101
H 2.50 3.46 4.11 0.107
H 1.24 3.47 1.37 0.122
H 1.86 2.06 2.16 0.088
H 5.40 3.83 2.09 0.092
H 4.34 3.35 3.36 0.042
H 5.02 2.09 2.29 0.111
H 4.64 2.67 -0.21 0.088
H 3.26 1.74 0.27 0.079
H 3.05 3.24 -0.61 0.057
H 4.26 5.30 4.12 0.076
H 3.89 6.98 3.87 0.093
H 5.07 6.16 2.79 0.089
H 4.30 5.66 -0.15 0.086
C 3.66 0.89 -5.87 -0.020
C 4.23 1.92 -4.84 -0.503
C 5.46 1.35 -4.28 -0.170
C 6.21 2.35 -3.39 -0.153
C 6.54 3.60 -4.25 -0.137
C 5.32 4.23 -4.87 -0.503
N 4.56 3.21 -5.61 -0.067
O 3.36 3.86 -5.98 -0.048
C 4.61 5.13 -3.81 -0.041
C 5.80 5.31 -5.97 -0.034
C 3.23 2.09 -3.72 -0.022
H 3.65 -0.06 -5.38 0.041
H 4.33 0.85 -6.78 0.104
H 2.60 1.07 -6.13 0.088
H 5.19 0.43 -3.74 0.125
H 6.20 1.06 -5.08 0.138
H 7.12 1.91 -2.93 0.122
H 5.61 2.55 -2.52 0.075
H 7.16 3.29 -5.10 0.115
H 7.10 4.29 -3.66 0.114
H 3.62 5.50 -4.12 0.088
H 4.57 4.65 -2.84 0.053
H 5.27 5.97 -3.60 0.075
H 6.45 6.09 -5.57 0.071
H 6.37 4.68 -6.68 0.075
H 4.94 5.83 -6.53 0.094
H 3.12 1.14 -3.25 0.064
H 2.26 2.28 -4.17 0.075
H 3.41 2.84 -2.96 0.057
H 3.50 4.09 -6.91 0.107
C -0.97 4.07 -3.90 -0.007
C -1.30 4.13 -2.41 -0.483
C -1.65 5.58 -2.08 -0.136
C -3.05 6.00 -2.37 -0.163
C -4.12 4.95 -2.04 -0.130
C -3.78 3.54 -2.53 -0.544
N -2.42 3.27 -2.04 -0.061
O -2.17 1.92 -2.30 -0.055
C -4.79 2.59 -2.04 -0.055
C -3.93 3.56 -4.07 -0.036
C -0.10 3.64 -1.58 -0.016
H 0.05 4.13 -3.95 0.057
H -1.50 4.82 -4.49 0.083
H -1.34 3.15 -4.31 0.068
H -1.50 5.70 -1.02 0.111
H -0.98 6.22 -2.58 0.117
H -3.13 6.08 -3.46 0.105
H -3.33 6.98 -2.02 0.111
H -5.19 5.22 -2.31 0.143
H -4.19 4.80 -0.95 0.108
H -4.58 1.53 -2.20 0.082
H -4.86 2.76 -0.96 0.083
H -5.82 2.84 -2.43 0.122
H -3.25 4.06 -4.72 0.040
H -3.89 2.51 -4.38 0.084
H -4.89 4.02 -4.43 0.109
H 0.83 4.14 -1.66 0.054
H 0.25 2.59 -1.81 0.094
H -0.36 3.77 -0.47 0.102
H -2.22 1.71 -3.25 0.104
C -3.90 3.26 2.53 -0.033
C -2.54 4.00 2.23 -0.507
C -2.25 4.94 3.35 -0.076
O -1.46 3.11 2.11 -0.048
H -4.02 3.03 3.63 0.097
H -3.96 2.33 1.92 0.060
H -4.71 3.91 2.28 0.057
H -2.69 4.57 1.26 0.133
H -2.21 4.47 4.31 0.070
H -3.16 5.64 3.42 0.106
H -1.33 5.58 3.05 0.098
H -1.80 2.36 1.64 0.037
C -1.59 -1.38 -0.91 -0.004
C -1.23 -0.38 0.25 -0.461
C 0.18 0.08 0.18 -0.055
O -2.13 0.66 0.31 -0.067
H -1.18 -1.14 -1.90 0.063
H -2.69 -1.35 -0.95 0.063
H -1.29 -2.43 -0.66 0.079
H -1.30 -0.88 1.25 0.125
H 0.22 1.14 0.42 0.074
H 0.69 -0.02 -0.77 0.065
H 0.83 -0.54 0.85 0.082
H -2.39 1.05 -0.55 0.088
```


Entry from the Open Molecules 2025 dataset: a structure of composition C23H49N4P3PtS in a non-equilibrium geometry (ωB97M-V/def2-TZVPD).

As for the spin multiplicity: 5. The calculation puts the HOMO energy (alpha / beta) at -18.28 / -19.86 eV. The net charge is +4. The gap between HOMO and LUMO (alpha / beta) comes out at 0.202 / 0.155 Eh.

Structure (XYZ):
```
81
Properties=species:S:1:pos:R:3:mulliken_spin:R:1
Pt 0.52 -0.38 -0.39 0.864
P 0.06 -2.70 -0.03 0.208
P 0.61 -0.10 1.98 0.093
P 0.19 -0.94 -2.65 0.063
H 3.64 0.56 -0.89 0.016
C 2.71 0.77 -1.43 0.127
C 2.10 1.97 -1.20 0.422
H 2.76 2.87 -1.11 -0.012
C 1.59 -3.67 0.04 0.024
C -1.06 -3.28 1.28 0.036
C -1.01 -3.51 -1.28 0.023
C 0.72 1.57 2.71 0.035
C -0.82 -0.61 3.05 -0.001
C 1.87 -1.20 2.69 -0.002
C 0.18 0.57 -3.74 0.040
C -1.29 -1.63 -3.64 0.000
C 1.74 -1.90 -3.03 0.012
H 2.62 0.32 -2.40 0.049
H 1.07 2.17 -1.44 0.126
H 1.29 -4.73 0.13 0.003
H 2.20 -3.38 0.90 -0.002
H 2.20 -3.54 -0.87 0.001
H -1.29 -4.34 1.06 0.006
H -2.02 -2.72 1.25 0.001
H -0.64 -3.19 2.29 -0.001
H -1.19 -4.55 -0.95 0.003
H -0.58 -3.52 -2.29 0.001
H -1.99 -2.99 -1.31 -0.001
H -0.02 1.78 3.50 0.003
H 0.57 2.34 1.93 0.001
H 1.70 1.77 3.18 0.012
H -0.47 -1.24 3.88 0.000
H -1.58 -1.18 2.51 0.000
H -1.30 0.28 3.46 0.000
H 2.10 -0.92 3.73 -0.001
H 2.84 -1.21 2.14 0.000
H 1.50 -2.25 2.73 0.000
H 0.16 0.23 -4.81 0.005
H 0.95 1.32 -3.47 -0.002
H -0.85 1.02 -3.72 -0.010
H -0.94 -1.79 -4.68 0.001
H -2.05 -0.83 -3.66 0.000
H -1.81 -2.55 -3.31 0.000
H 2.07 -1.64 -4.06 0.001
H 1.65 -3.00 -2.95 0.000
H 2.52 -1.58 -2.32 0.002
C 3.33 2.92 1.66 0.213
C 3.24 1.57 1.31 0.181
C 4.35 0.73 1.37 0.035
C 5.43 1.21 2.13 0.247
C 5.23 2.38 2.91 0.065
C 4.33 3.35 2.52 -0.001
S 2.08 4.16 1.28 0.287
H 2.05 4.69 2.47 0.008
H 2.28 1.16 0.97 -0.029
H 4.43 -0.19 0.78 0.008
H 6.38 0.63 2.15 -0.003
H 5.86 2.56 3.79 0.003
H 4.27 4.34 2.94 -0.001
C -2.88 -0.49 -0.91 0.027
N -2.01 0.57 -0.41 0.402
C -2.50 0.91 0.96 0.028
N -3.89 1.33 0.97 0.094
C -4.71 0.22 0.42 0.003
N -4.29 -0.12 -0.94 0.115
C -4.42 1.08 -1.79 0.001
N -3.61 2.23 -1.30 0.104
C -2.21 1.81 -1.25 0.022
C -4.06 2.49 0.09 0.001
H -2.79 -1.38 -0.26 0.001
H -2.64 -0.75 -1.94 0.004
H -1.90 1.71 1.40 0.002
H -2.47 0.02 1.56 0.007
H -5.76 0.52 0.38 0.011
H -4.63 -0.67 1.06 0.000
H -4.14 0.83 -2.82 0.000
H -5.48 1.35 -1.75 0.010
H -1.64 2.63 -0.80 -0.004
H -1.85 1.64 -2.28 0.006
H -5.12 2.72 0.06 0.009
H -3.51 3.35 0.48 0.000
```


Entry from the Open Molecules 2025 dataset: an isolated molecule of C4H9NO3 in a non-equilibrium geometry (ωB97M-V/def2-TZVPD).

As for the SMILES: N[C@H](CO)CC(=O)O. The calculation puts the HOMO energy at -9.30 eV. The net charge is 0. The gap between HOMO and LUMO comes out at 0.367 Eh.

Structure (XYZ):
```
17
Properties=species:S:1:pos:R:3:nbo_charge:R:1
C 1.88 1.16 -0.24 -0.065
O 2.56 0.55 0.83 -0.737
C 0.67 0.39 -0.73 -0.058
C -0.56 0.71 0.14 -0.548
C -1.60 -0.36 0.23 0.802
O -2.83 0.17 0.09 -0.691
O -1.50 -1.52 0.53 -0.604
N 1.01 -1.02 -0.70 -0.903
H 2.64 1.23 -1.02 0.164
H 1.58 2.16 0.10 0.173
H 0.54 0.74 -1.76 0.191
H -0.04 0.70 1.14 0.255
H -0.99 1.69 0.04 0.249
H -3.50 -0.51 -0.01 0.496
H 1.32 -1.43 -1.57 0.384
H 2.51 -0.41 0.75 0.482
H 0.55 -1.65 -0.06 0.410
```


Energy relative to the best compared isomer or geometry (same formula, charge and spin) values, unit kcal per mole, following the record order: 64.4 101.3 26.3.